# 1
The following is a DFT calculation (ωB97M-V/def2-TZVPD) of a cluster of 2 separate species, C5H12O2 in total in a non-equilibrium geometry.

Results
frontier orbital gap (spin up / spin down)	3.5 / 6.9	eV
ΔE to the lowest compared entry with this formula, charge and spin	58.7	kJ/mol
2S+1	2
charge	-1

Last column: Löwdin charge in e.
Element x y z (Å)
O: 3.64452 1.15925 -1.06437  -0.09
O: 0.79245 -0.79091 -2.22023  -0.26
C: -0.32910 -1.39033 -0.20816  -0.27
C: 0.89887 -1.27515 -1.03093  -0.49
C: -0.00051 0.79623 1.04639  -0.08
C: -2.34636 -0.01514 0.68960  -0.14
C: -0.97017 0.00876 0.03708  -0.41
H: 0.68438 1.49161 0.53870  0.05
H: -3.01880 -0.73413 0.22486  0.05
H: 3.50052 1.78166 -0.33887  0.02
H: -0.19785 -1.86700 0.77301  0.09
H: 2.88056 1.22047 -1.66498  0.03
H: -2.44176 -0.15414 1.81091  0.08
H: -1.07976 -1.98735 -0.72506  0.08
H: -0.69183 1.50018 1.50942  0.04
H: -1.10670 0.44027 -0.96963  0.12
H: 0.62208 0.17520 1.67708  0.06
H: 1.89156 -1.36510 -0.59930  0.04
H: -2.73211 1.00562 0.51447  0.06



# 2
The following is a DFT calculation (ωB97M-V/def2-TZVPD) of a cluster of 2 separate species, C5H12O2 in total.

Results
frontier orbital gap	9.5	eV
ΔE to the lowest compared entry with this formula, charge and spin	159.5	kJ/mol
charge	0

Last column: Löwdin charge in e.
Element x y z (Å)
O: -1.85511 0.09090 0.72361  -0.03
O: -0.21085 -1.76965 -0.78587  -0.13
C: 2.12676 0.05702 0.94398  -0.11
C: 0.06853 1.42635 0.39465  -0.11
C: -1.18921 1.12506 0.09554  -0.22
C: 0.88308 0.77490 1.47611  -0.25
C: -0.83960 -1.45267 -2.00433  -0.17
H: 2.75409 0.73781 0.35605  0.07
H: -1.65870 -2.14734 -2.24609  0.08
H: -2.79757 0.15417 0.53295  0.11
H: 1.18799 1.55048 2.19218  0.11
H: 0.54307 2.20337 -0.20122  0.11
H: 0.25502 0.06978 2.03123  0.11
H: -1.24136 -0.42960 -2.01481  0.06
H: -0.75884 -1.39821 -0.07790  0.05
H: -0.09243 -1.52170 -2.79940  0.08
H: 1.83602 -0.77990 0.30125  0.06
H: -1.74599 1.63369 -0.68976  0.12
H: 2.73509 -0.32446 1.77183  0.07